ORCA calculation (ωB97M-V/def2-TZVPD) on a 12-piece molecular cluster, C39H87N9O15 overall at a distorted geometry.

XYZ file:
```
150
Properties=species:S:1:pos:R:3:lowdin_charge:R:1
C 9.4768 2.5815 3.7413 -0.327
O 8.2832 2.3926 3.4733 -0.022
N 10.2604 1.6543 4.3764 -0.166
C 11.6194 1.9818 4.8528 -0.078
C 9.8022 0.2619 4.8413 -0.013
H 9.9612 3.5647 3.6373 0.129
H 11.7350 2.0915 5.9311 0.080
H 11.8819 2.9708 4.4771 0.076
H 12.3804 1.2473 4.5894 0.082
H 9.5678 0.2305 5.9053 0.087
H 9.1160 -0.1033 4.0772 0.080
H 10.5932 -0.4669 4.6643 0.073
C -1.1288 2.9159 4.6983 -0.344
O -1.9139 3.0681 3.7483 -0.023
N -1.1291 3.6506 5.7947 -0.205
C -1.9669 4.8442 5.9749 -0.029
C -0.3304 3.3625 6.9373 -0.068
H -0.3512 2.1376 4.7420 0.132
H -1.4626 5.7027 6.4184 0.088
H -2.8035 4.6348 6.6414 0.091
H -2.3968 5.1351 5.0164 0.088
H 0.2492 2.4419 6.8685 0.091
H 0.2586 4.2423 7.1968 0.088
H -1.0629 3.2958 7.7417 0.091
C -1.0920 -7.9955 2.6701 -0.286
O -1.8485 -8.7974 3.3197 -0.053
N -1.3253 -6.6588 2.5905 -0.198
C -0.3725 -5.8230 1.8026 -0.040
C -2.4100 -6.0630 3.3110 -0.061
H -0.2274 -8.2997 2.0601 0.128
H -0.9862 -5.1071 1.2559 0.081
H 0.1542 -6.3365 0.9982 0.083
H 0.3882 -5.3104 2.3914 0.082
H -2.7980 -5.3380 2.5955 0.081
H -3.2763 -6.6900 3.5224 0.091
H -2.1049 -5.5775 4.2379 0.092
C -7.5370 -0.3415 0.1848 -0.341
O -7.2292 -1.1577 -0.6847 -0.013
N -6.8946 -0.2732 1.3471 -0.200
C -5.7518 -1.0642 1.7202 -0.053
C -7.3348 0.7149 2.3051 -0.059
H -8.3705 0.3685 0.0698 0.134
H -5.3850 -1.5792 0.8323 0.084
H -5.8756 -1.8073 2.5079 0.093
H -4.8310 -0.5206 1.9317 0.089
H -8.0449 1.4316 1.8925 0.084
H -7.7007 0.1718 3.1764 0.094
H -6.4721 1.3438 2.5247 0.088
C 2.9932 -1.9193 9.0159 -0.327
O 2.2811 -2.7348 9.6160 -0.016
N 3.1145 -1.8368 7.6669 -0.203
C 4.0603 -0.8845 7.0930 -0.055
C 2.4920 -2.8276 6.7926 -0.041
H 3.5058 -1.1167 9.5685 0.131
H 4.6683 -1.4206 6.3643 0.085
H 4.6196 -0.2571 7.7870 0.088
H 3.4155 -0.2322 6.5041 0.080
H 1.8168 -3.3974 7.4310 0.083
H 1.9521 -2.4945 5.9062 0.087
H 3.2682 -3.5312 6.4920 0.090
C -2.2364 5.3051 -2.0656 -0.327
O -1.4220 6.0990 -2.5652 -0.019
N -3.5136 5.1132 -2.4683 -0.201
C -4.5050 4.2333 -1.7731 -0.030
C -4.1545 6.0009 -3.4030 -0.061
H -1.9608 4.6690 -1.2102 0.130
H -5.3004 4.9556 -1.5895 0.078
H -4.1162 3.7820 -0.8602 0.084
H -4.8518 3.4369 -2.4316 0.084
H -4.6096 5.3397 -4.1404 0.089
H -4.9861 6.5294 -2.9370 0.085
H -3.4399 6.6949 -3.8456 0.091
C 3.2651 8.6237 2.4030 -0.350
O 2.8402 9.7645 2.5584 0.002
N 3.3892 7.6900 3.3460 -0.197
C 3.1278 7.9107 4.7800 -0.032
C 3.6058 6.3188 3.0111 -0.079
H 3.5721 8.2361 1.4193 0.135
H 2.2305 7.4074 5.1401 0.082
H 3.0562 8.9733 5.0119 0.088
H 3.9282 7.4746 5.3777 0.084
H 3.1076 5.5828 3.6420 0.085
H 3.5302 6.0293 1.9630 0.093
H 4.6391 6.1864 3.3319 0.089
C -1.8258 -5.5419 -4.6770 -0.340
O -0.9749 -6.1561 -5.2973 -0.001
N -2.9197 -6.1796 -4.1979 -0.192
C -3.8207 -5.4761 -3.2816 -0.075
C -3.2565 -7.6176 -4.3066 -0.033
H -1.7094 -4.4751 -4.4312 0.135
H -3.5583 -4.4182 -3.2680 0.078
H -3.8895 -5.8663 -2.2662 0.084
H -4.8305 -5.5061 -3.6907 0.082
H -2.7682 -8.0389 -3.4278 0.092
H -4.3043 -7.9147 -4.3511 0.086
H -2.7851 -7.9823 -5.2192 0.084
C -1.3690 0.1896 -8.5024 -0.353
O -0.8223 0.0140 -7.4430 0.016
N -2.0125 1.3347 -8.8261 -0.194
C -2.6038 1.3931 -10.0953 -0.111
C -1.9651 2.5892 -8.0440 -0.023
H -1.2711 -0.5600 -9.3028 0.136
H -2.6565 0.5027 -10.7218 0.088
H -2.0819 2.1027 -10.7373 0.088
H -3.6506 1.6908 -10.0330 0.089
H -2.9257 3.0730 -7.8677 0.082
H -1.7926 2.3668 -6.9910 0.085
H -1.2726 3.2874 -8.5142 0.094
O 9.7720 -3.4677 0.0106 0.046
C 8.9001 -2.6206 -0.2848 -0.497
O 7.5588 -2.7450 -0.2999 -0.022
C 7.0925 -4.0969 -0.1386 -0.210
C 6.4710 -4.2058 1.2373 -0.067
C 9.3340 -1.2698 -0.8398 0.018
H 7.8323 -4.8415 -0.4325 0.123
H 6.2497 -4.1134 -0.8296 0.122
H 5.5117 -3.6892 1.2051 0.073
H 7.0172 -3.8076 2.0924 0.079
H 6.3493 -5.2634 1.4713 0.078
H 8.3975 -0.7300 -0.9802 0.080
H 9.9065 -1.5377 -1.7278 0.093
H 9.9737 -0.7247 -0.1457 0.084
O 1.2262 -1.5944 -1.1092 0.055
C 0.9929 -0.3830 -1.2663 -0.485
O 1.8305 0.6629 -0.9552 -0.035
C 3.0998 0.4489 -0.3003 -0.181
C 2.8226 0.1235 1.1907 -0.068
C -0.3118 0.0175 -1.8644 0.009
H 3.7137 1.3404 -0.4284 0.121
H 3.6148 -0.4111 -0.7282 0.113
H 3.7238 -0.3721 1.5519 0.069
H 2.0534 -0.6228 1.3895 0.069
H 2.5452 0.9785 1.8072 0.069
H -0.1253 0.9707 -2.3589 0.083
H -1.0221 0.1881 -1.0555 0.091
H -0.7856 -0.6066 -2.6222 0.091
O -7.7091 1.0973 -8.8745 0.073
C -7.8609 0.2056 -8.0377 -0.489
O -8.6305 -0.9373 -8.0607 -0.036
C -9.3782 -1.2244 -9.2404 -0.200
C -9.8373 -2.7259 -9.0393 -0.053
C -6.9602 0.2640 -6.8585 0.000
H -8.7471 -0.9984 -10.0999 0.117
H -10.2693 -0.5979 -9.2778 0.118
H -9.0263 -3.4464 -9.1450 0.069
H -10.6388 -3.1434 -9.6488 0.067
H -10.2475 -2.7149 -8.0295 0.070
H -5.9079 0.0662 -7.0626 0.089
H -7.2194 -0.4139 -6.0453 0.085
H -6.9421 1.2985 -6.5156 0.088
```

Values from the calculation:
HOMO = -9.102 eV
spin multiplicity = 1
energy relative to the best compared isomer or geometry (same formula, charge and spin) = 332.4 kJ/mol
SMILES = CCOC(C)=O.CCOC(C)=O.CCOC(C)=O.CN(C)C=O.CN(C)C=O.CN(C)C=O.CN(C)C=O.CN(C)C=O.CN(C)C=O.CN(C)C=O.CN(C)C=O.CN(C)C=O
max |F| = 4.26 eV/A
DFT total energy = -3159.459209 a.u.
total charge = 0